{"formula": "C22H27N3O7S2", "method": "ωB97M-V/def2-TZVPD", "symbols": ["C", "H", "H", "H", "C", "N", "S", "O", "O", "C", "C", "C", "C", "C", "C", "H", "H", "N", "C", "O", "C", "H", "H", "O", "C", "O", "C", "N", "S", "O", "O", "C", "C", "C", "C", "C", "C", "C", "C", "H", "H", "H", "H", "H", "H", "H", "H", "H", "H", "H", "H", "H", "C", "C", "H", "H", "H", "H", "H", "H", "H"], "coordinates": [[4.397337, 3.964458, -1.687673], [3.615379, 4.328116, -2.348980], [5.277182, 3.720460, -2.278435], [4.657203, 4.748527, -0.980954], [3.883900, 2.737872, -0.938819], [3.471945, 1.652121, -1.803811], [1.987398, 1.843818, -2.557664], [2.119054, 1.701187, -3.981204], [1.367421, 3.045371, -2.070027], [1.042415, 0.460965, -1.926092], [1.394333, -0.143930, -0.734590], [0.631414, -1.185459, -0.245468], [-0.509505, -1.607776, -0.932935], [-0.854345, -0.990625, -2.135138], [-0.072759, 0.040810, -2.624705], [-0.315858, 0.527395, -3.555796], [-1.728953, -1.317843, -2.671885], [-1.256818, -2.638522, -0.360288], [-2.434968, -3.139688, -0.799152], [-2.971090, -2.883887, -1.853094], [-3.070840, -4.195089, 0.121186], [-4.148020, -4.173393, -0.077257], [-2.676769, -5.178319, -0.148256], [-2.840659, -4.073434, 1.522839], [-3.084537, -2.893052, 2.081324], [-3.410664, -1.909595, 1.471077], [-2.924807, -2.942344, 3.591936], [-2.250607, -1.729367, 3.997864], [-0.809240, -1.414295, 3.187884], [0.179596, -1.050463, 4.158827], [-0.536527, -2.572737, 2.361733], [-1.169370, -0.046115, 2.133626], [-0.314238, 0.967848, 2.073683], [-0.388606, 2.123013, 1.199018], [0.497517, 3.184077, 1.400282], [0.447737, 4.305605, 0.596376], [-0.477486, 4.381715, -0.430908], [-1.349800, 3.328098, -0.652619], [-1.308834, 2.207297, 0.151094], [-1.980671, 1.384377, -0.036457], [-2.058846, 3.379392, -1.464516], [-0.508499, 5.252061, -1.066500], [1.137571, 5.119540, 0.762669], [1.220625, 3.122256, 2.201593], [0.525069, 0.935849, 2.758356], [-2.057796, -0.180754, 1.547778], [-2.138099, -1.629764, 4.994383], [-3.921013, -2.962793, 4.043808], [-2.378166, -3.855370, 3.856639], [-0.939100, -2.899394, 0.573789], [0.900688, -1.671951, 0.679511], [2.267666, 0.200271, -0.204758], [4.486341, 1.014379, -2.623731], [4.131530, -0.446395, -2.868050], [3.216231, -0.509276, -3.449168], [4.932732, -0.929543, -3.421857], [3.987281, -0.968681, -1.925659], [5.437860, 1.084886, -2.090676], [4.578942, 1.526903, -3.588376], [4.650091, 2.351996, -0.257737], [2.999158, 3.011583, -0.361362]], "forces_ev_per_angstrom": [[-0.08, -0.24, 0.13], [-0.01, 0.12, -0.07], [0.11, 0.03, -0.06], [0.07, 0.12, 0.03], [-0.06, 0.59, 0.22], [-1.00, 0.12, -0.48], [-0.16, -0.28, 0.34], [0.15, -0.23, 0.06], [0.27, -0.07, 0.13], [0.42, 0.40, -0.23], [-0.04, -0.12, 0.08], [-0.01, 0.01, -0.15], [0.18, 0.23, -0.24], [-0.15, 0.03, -0.06], [0.10, 0.09, -0.04], [-0.12, -0.01, -0.16], [0.02, 0.00, -0.02], [0.35, -0.16, 0.28], [-0.06, -0.32, 0.37], [-0.13, -0.04, -0.13], [-0.42, 0.07, -0.48], [0.23, 0.04, -0.01], [-0.06, 0.14, 0.04], [0.21, -0.35, 0.10], [-0.56, 0.06, 0.08], [-0.22, -0.13, 0.00], [0.09, -0.42, -0.29], [0.68, 0.31, -0.44], [-0.03, 0.38, 0.43], [-0.14, 0.20, 0.08], [-0.14, 0.06, 0.22], [0.15, -0.39, 0.45], [0.08, -0.26, 0.49], [-0.03, 0.34, -0.37], [-0.11, -0.23, 0.06], [-0.06, 0.16, -0.06], [-0.05, 0.02, 0.21], [-0.11, 0.03, 0.01], [0.11, 0.00, 0.16], [-0.11, -0.11, -0.07], [-0.06, -0.01, -0.09], [0.02, 0.08, -0.10], [0.07, 0.07, 0.02], [0.08, -0.01, 0.09], [0.11, 0.05, 0.06], [-0.21, -0.02, -0.17], [0.17, 0.15, 0.12], [0.09, 0.00, -0.07], [-0.16, 0.14, -0.01], [-0.23, 0.00, -0.30], [0.07, -0.02, 0.03], [0.11, -0.04, 0.10], [0.14, -0.47, -0.46], [0.25, 0.15, -0.02], [-0.03, -0.15, -0.08], [0.03, -0.10, -0.08], [0.01, -0.08, 0.08], [-0.10, 0.09, 0.01], [0.19, -0.02, 0.13], [-0.13, -0.04, -0.03], [0.21, 0.05, 0.18]], "lowdin_charge": [-0.069, 0.072, 0.070, 0.075, -0.264, -0.266, 0.681, -0.276, -0.276, -0.277, -0.061, -0.011, -0.192, 0.018, -0.041, 0.121, 0.104, 0.157, -0.446, 0.086, -0.041, 0.144, 0.144, 0.020, -0.520, 0.125, -0.124, -0.107, 0.672, -0.280, -0.305, -0.142, -0.071, -0.221, -0.037, -0.088, -0.090, -0.071, -0.020, 0.114, 0.111, 0.110, 0.108, 0.114, 0.117, 0.080, 0.113, 0.143, 0.132, 0.105, 0.107, 0.116, -0.262, -0.076, 0.064, 0.077, 0.075, 0.124, 0.115, 0.123, 0.093], "de_lowest_kj_mol": 8.85, "smiles": "CCN(CC)S(=O)(=O)c1ccc(NC(=O)COC(=O)CNS(=O)(=O)/C=C/c2ccccc2)cc1", "orbital_gap_ev": 8.6354, "lumo_ha": 0.002}

---

{"formula": "C22H27N3O8Tl", "method": "ωB97M-V/def2-TZVPD", "symbols": ["Tl", "C", "C", "C", "C", "C", "C", "C", "C", "C", "C", "C", "C", "H", "H", "H", "H", "H", "H", "H", "H", "H", "H", "H", "H", "H", "H", "H", "H", "H", "H", "O", "C", "O", "C", "C", "C", "C", "C", "C", "O", "N", "O", "O", "N", "O", "O", "H", "H", "C", "N", "C", "C", "O", "H", "H", "H", "H", "H", "H", "H"], "coordinates": [[-0.092974, 0.962520, -0.158316], [-2.473268, 4.528863, -0.041660], [-1.596180, 3.652630, 0.822569], [-2.152683, 2.611041, 1.580444], [-3.622349, 2.281406, 1.467052], [-1.345525, 1.878185, 2.466411], [-1.939987, 0.819045, 3.363600], [0.024799, 2.166849, 2.562245], [0.904674, 1.385752, 3.507414], [0.583411, 3.201924, 1.791598], [2.048379, 3.527880, 1.951613], [-0.217256, 3.916893, 0.893484], [0.405860, 4.954954, -0.010001], [-2.550022, 4.160870, -1.069475], [-2.080598, 5.541753, -0.092152], [-3.481185, 4.603549, 0.357434], [-4.188336, 2.698296, 2.304222], [-3.783161, 1.204773, 1.469158], [-4.061255, 2.672249, 0.553165], [-1.669487, -0.186649, 3.032561], [-3.023699, 0.870793, 3.395047], [-1.584481, 0.938057, 4.386739], [1.902059, 1.240800, 3.095072], [0.493652, 0.403619, 3.727126], [1.019276, 1.912721, 4.458973], [2.686515, 2.821990, 1.410538], [2.341328, 3.480565, 2.999443], [2.283508, 4.527309, 1.598039], [0.479068, 5.930351, 0.478241], [-0.171109, 5.090050, -0.921810], [1.412169, 4.666566, -0.307837], [4.860840, -0.490449, 0.199768], [3.703613, -0.592803, 0.578495], [2.784712, 0.048228, 1.039417], [3.320595, -2.173261, 0.371327], [4.286099, -3.121337, 0.367415], [3.904581, -4.472239, 0.227769], [2.594855, -4.900863, 0.060471], [1.640473, -3.929292, 0.050116], [1.906588, -2.500952, 0.187438], [0.985508, -1.699832, 0.140502], [0.223088, -4.267271, -0.120144], [-0.426037, -4.355283, 0.893143], [-0.165803, -4.391206, -1.256886], [4.976154, -5.497426, 0.255472], [4.625930, -6.647902, 0.131257], [6.107330, -5.095896, 0.396884], [5.332185, -2.881280, 0.479217], [2.369284, -5.952043, -0.053323], [-3.486589, 0.344316, -1.940869], [-3.938314, -0.750674, -1.097148], [-5.153627, -1.469661, -1.452314], [-3.181796, -1.124818, -0.068528], [-2.124620, -0.577118, 0.250989], [-4.233172, 0.529113, -2.708479], [-2.541343, 0.094106, -2.426412], [-3.350733, 1.250508, -1.348683], [-5.968862, -0.764475, -1.607851], [-5.428270, -2.138505, -0.639810], [-5.010844, -2.054434, -2.361437], [-3.575970, -1.974159, 0.502567]], "forces_ev_per_angstrom": [[-0.03, 0.04, -0.02], [-0.01, 0.02, -0.01], [0.04, -0.02, -0.04], [-0.04, 0.01, -0.03], [-0.02, 0.00, 0.00], [0.01, -0.02, 0.04], [-0.02, -0.01, -0.01], [0.05, 0.03, 0.02], [0.04, 0.01, 0.01], [0.06, -0.05, 0.01], [0.02, 0.03, 0.03], [0.01, -0.01, 0.02], [-0.02, 0.02, -0.02], [0.00, 0.00, 0.01], [0.00, -0.01, 0.00], [0.01, 0.00, 0.01], [0.00, 0.00, -0.01], [0.02, 0.00, 0.01], [0.01, 0.00, -0.01], [0.00, 0.00, 0.00], [0.00, 0.02, 0.00], [0.02, 0.00, -0.01], [-0.05, 0.01, 0.01], [0.00, 0.00, -0.01], [-0.02, 0.00, 0.00], [-0.02, 0.00, 0.00], [-0.01, -0.01, 0.00], [-0.01, 0.00, 0.01], [-0.01, -0.01, 0.01], [0.00, 0.00, 0.00], [0.00, 0.00, 0.01], [0.63, 0.07, -0.34], [-1.58, -0.36, 0.63], [0.53, 0.20, -0.15], [0.52, 0.17, -0.14], [-0.09, -0.15, 0.01], [0.19, -0.06, 0.04], [-0.08, 0.09, 0.01], [0.04, -0.13, 0.04], [0.02, 0.09, 0.01], [-0.20, 0.01, -0.14], [-0.03, 0.14, 0.00], [0.00, -0.05, 0.04], [0.01, -0.04, -0.04], [-0.08, 0.04, -0.01], [-0.01, -0.03, 0.00], [0.05, 0.01, 0.01], [0.02, -0.01, -0.01], [0.00, 0.00, 0.00], [-0.01, -0.03, -0.03], [0.00, -0.03, 0.01], [0.01, 0.03, 0.01], [0.01, 0.03, 0.02], [0.00, -0.03, -0.01], [-0.01, 0.01, 0.01], [0.00, 0.00, 0.00], [0.01, 0.00, 0.01], [0.00, 0.00, 0.01], [0.01, -0.03, -0.02], [0.00, 0.01, -0.01], [-0.01, 0.00, 0.01]], "lowdin_charge": [1.136, -0.032, -0.215, -0.219, -0.036, -0.235, -0.026, -0.255, -0.031, -0.255, -0.024, -0.246, -0.036, 0.096, 0.083, 0.079, 0.105, 0.066, 0.066, 0.090, 0.074, 0.092, 0.063, 0.078, 0.106, 0.087, 0.089, 0.077, 0.105, 0.076, 0.080, 0.255, -0.509, 0.093, 0.064, 0.086, -0.046, 0.109, -0.009, -0.268, 0.036, -0.367, 0.151, 0.147, -0.340, 0.121, 0.123, 0.144, 0.154, -0.022, -0.167, -0.028, -0.303, -0.173, 0.098, 0.092, 0.076, 0.096, 0.091, 0.099, 0.154], "charge": 1, "orbital_gap_ev": [4.9157, 4.5677], "lumo_ha": [-0.240, -0.253]}

---

Q: Number 2 is which compound?
A: C22H27N3O8Tl